Entry 1:
42
Properties=species:S:1:pos:R:3:lowdin_spin:R:1 method="wB97M-V/def2-TZVPD" spin_multiplicity=2 orbital_gap_ev="7.27 / 5.73" lumo_ev="2.382 / 0.184" charge=-1 total_energy_ha=-1927.17595
C -1.682 2.819 4.497 0.03
C -2.613 0.660 2.673 0.04
N 0.015 4.826 2.421 0.09
F 1.077 1.636 -4.521 0.00
F -1.048 1.323 -4.970 0.00
H 4.902 -1.058 -3.094 0.00
O 2.541 -1.535 -2.957 0.00
C 4.619 -0.915 -2.055 0.00
C 1.094 -1.359 -0.442 0.00
N -1.896 2.917 5.625 0.09
C -1.396 2.790 3.107 0.18
H 5.203 -1.584 -1.421 0.00
C 2.477 -1.094 -0.633 0.00
C -2.049 0.801 0.004 0.02
Hg 0.083 -0.700 -3.213 0.00
C 1.413 -0.998 1.956 0.00
C -2.807 -0.321 0.435 0.07
H -0.429 -1.567 1.034 0.00
H 4.312 -0.537 0.337 0.00
H 4.848 0.107 -1.751 0.00
N -2.396 -1.525 -2.838 0.07
F -3.747 -1.329 2.367 0.00
C -3.062 -0.312 1.831 0.02
H 0.986 -0.972 2.952 0.00
H 3.396 -0.422 2.595 0.00
F -1.758 0.936 -1.300 0.00
C -4.042 -2.450 -0.016 0.02
C 2.762 -0.692 1.762 0.00
C -0.614 3.896 2.684 0.02
C -3.229 -1.359 -0.417 0.14
C 3.264 -0.754 0.487 0.00
C 0.614 -1.325 0.892 0.00
H 0.410 0.245 -5.775 0.00
O 0.204 -1.658 -1.362 0.00
N -4.715 -3.354 0.228 0.07
C -2.781 -1.452 -1.752 0.02
C 3.135 -1.200 -1.939 0.00
F -0.886 2.768 0.311 0.01
F -2.897 0.530 3.974 0.01
C 0.141 0.666 -4.803 0.00
C -1.599 1.772 0.844 0.04
C -1.849 1.778 2.243 0.05



Entry 2:
43
Properties=species:S:1:pos:R:3:lowdin_spin:R:1 method="wB97M-V/def2-TZVPD" spin_multiplicity=2 orbital_gap_ev="5.59 / 5.59" lumo_ev="3.893 / 3.890" charge=-2 total_energy_ha=-3634.94013
N -0.131 -0.131 -2.110 -0.01
H 2.848 -4.684 -1.048 0.00
C -1.385 4.065 1.508 0.00
C -1.885 0.868 -5.800 0.00
C -1.373 2.908 0.713 0.00
C 2.025 -2.741 -0.659 0.00
Co 0.602 -0.143 -0.286 1.02
C 2.541 -1.948 -1.884 0.00
H 2.103 -5.912 2.206 0.00
C -1.466 5.206 3.645 0.00
H -1.470 0.620 3.263 0.00
C -0.221 1.268 -4.042 0.00
H 1.233 1.357 -2.470 0.00
H -1.362 5.031 1.023 0.00
C -1.226 -0.754 -2.541 0.00
C -1.430 1.634 1.383 0.00
S -1.256 3.055 -0.999 0.00
C 2.360 -4.041 -0.329 0.00
N -2.332 1.093 -6.836 0.00
C -1.422 3.997 2.892 0.00
C -1.452 1.582 2.769 0.00
H 1.505 -3.827 2.963 0.00
C 1.314 -2.289 1.492 0.00
H -1.620 -1.522 -1.890 0.00
C 2.086 -4.473 0.966 0.00
C -1.843 -0.453 -3.733 0.00
N -1.525 6.203 4.221 0.00
O 2.348 -5.776 1.287 0.00
C -1.323 0.570 -4.530 0.00
N -1.456 2.693 6.114 0.00
S -1.538 0.141 0.466 -0.05
O 1.147 0.036 1.697 -0.01
H 0.199 2.088 -4.606 0.00
N 1.416 -1.957 0.218 0.03
C 0.341 0.879 -2.846 0.00
C 1.103 -1.043 2.372 0.00
C 1.622 -3.568 1.916 0.00
O 1.025 -1.186 3.589 0.00
O 2.413 -0.700 -1.733 0.01
C -1.448 2.699 4.961 0.00
H -2.709 -1.011 -4.060 0.00
C -1.438 2.743 3.540 0.00
O 3.080 -2.578 -2.800 0.00



Result set for relative energy (zero: lowest compared OMol25 entry of this formula, charge and spin): 0.000 1.066 eV, one per record in the order listed.